1.
Computed, not measured: C39H38CrFN5O10S as an isolated structure, with the ωB97M-V functional and the def2-TZVPD basis.

XYZ file:
```
95
Properties=species:S:1:pos:R:3:lowdin_charge:R:1
Cr -0.0192 -0.4451 2.7181 0.78
C -0.2611 3.9035 1.0493 -0.04
C -0.9944 2.9813 1.9803 -0.28
C -0.5158 2.7581 3.2636 -0.02
C -1.1760 1.8938 4.1369 -0.28
C -0.7167 1.7762 5.5621 -0.03
C -2.3384 1.2593 3.6980 -0.02
C -2.8567 1.5014 2.4290 -0.26
C -4.1679 0.9047 2.0145 -0.03
C -2.1705 2.3609 1.5818 -0.02
H -0.6070 4.9295 1.1861 0.08
H -0.4338 3.6193 0.0129 0.07
H 0.8078 3.8738 1.2519 0.08
H 0.3811 3.2608 3.5967 0.13
H -0.9540 2.6968 6.0986 0.09
H 0.3605 1.6308 5.6080 0.08
H -1.2145 0.9540 6.0703 0.07
H -2.8842 0.6120 4.3714 0.13
H -4.9509 1.6604 2.1006 0.08
H -4.4340 0.0621 2.6471 0.08
H -4.1386 0.5661 0.9806 0.08
H -2.5599 2.5471 0.5899 0.12
C 4.5764 3.5590 -1.6395 -0.05
C 4.7956 2.0620 -1.4258 -0.19
N 3.6064 1.4646 -0.8579 -0.04
C 3.5313 1.3872 0.5053 0.06
C 2.4035 1.0710 1.1954 0.00
C 2.4929 1.0692 2.7111 -0.58
O 3.4520 1.6212 3.2293 0.05
O 1.5385 0.5088 3.3422 -0.10
C 1.1893 0.8410 0.4827 -0.24
O 0.0677 0.5439 1.0321 -0.07
C 1.2512 0.9911 -0.9425 -0.03
C 0.0703 0.9151 -1.7031 0.10
C 0.1132 1.0244 -3.0738 -0.19
F -1.0724 0.9732 -3.7470 0.05
C 1.3063 1.1718 -3.7672 -0.13
C 2.4829 1.3130 -3.0028 0.05
C 2.4694 1.2658 -1.6125 -0.12
N 1.4320 1.1587 -5.1872 -0.12
C 2.0946 2.2879 -5.8127 -0.12
C 2.8722 1.7333 -7.0245 -0.08
N 2.2425 0.4345 -7.3719 0.04
C 0.7688 0.5855 -7.4345 -0.08
C 0.2817 0.7677 -5.9832 -0.13
H 5.4629 4.0224 -2.0613 0.08
H 4.3509 4.0293 -0.6857 0.09
H 3.7348 3.7255 -2.3083 0.06
H 5.6156 1.9021 -0.7243 0.13
H 5.0564 1.5639 -2.3625 0.11
H 4.4355 1.5913 1.0562 0.15
H -0.8718 0.7981 -1.1937 0.14
H 3.4090 1.4530 -3.5356 0.10
H 2.7727 2.7609 -5.1064 0.12
H 1.3679 3.0450 -6.1394 0.14
H 3.9191 1.5545 -6.7789 0.14
H 2.8185 2.4080 -7.8788 0.14
H 2.4169 -0.1857 -6.5632 0.19
H 2.6316 0.0385 -8.2300 0.19
H 0.3184 -0.2960 -7.8886 0.14
H 0.5339 1.4541 -8.0518 0.14
H -0.1133 -0.1678 -5.5847 0.14
H -0.5241 1.5130 -5.9615 0.14
O -3.3826 -2.6224 2.8098 0.07
C -2.5975 -2.1339 2.0100 -0.58
O -1.6712 -1.3151 2.3269 -0.14
C -2.7013 -2.4534 0.5371 -0.08
C -1.8026 -1.8973 -0.3699 0.02
C -1.9378 -2.1479 -1.7255 -0.06
C -2.9590 -2.9528 -2.1867 0.00
C -3.8416 -3.5247 -1.2722 -0.15
C -3.7179 -3.2838 0.0899 0.09
N -4.8974 -4.3586 -1.7619 -0.36
O -4.9881 -4.5095 -2.9738 0.05
O -5.6520 -4.8689 -0.9540 0.09
H -1.0129 -1.2586 -0.0019 0.10
H -1.2512 -1.7037 -2.4301 0.09
H -3.1004 -3.1523 -3.2382 0.11
H -4.4128 -3.7129 0.7960 0.13
O 0.0176 -6.4428 2.7622 -0.31
S 0.7398 -5.5104 3.5761 0.64
O 1.7337 -6.0588 4.4602 -0.32
N 1.3794 -4.3103 2.6271 0.00
C 0.8969 -3.1561 2.9619 -0.51
O 1.1202 -2.0660 2.3529 -0.07
C -0.0184 -3.1602 4.1408 -0.14
C -0.5111 -2.0452 4.7993 -0.03
C -1.4317 -2.2478 5.8161 -0.05
C -1.8252 -3.5325 6.1682 -0.06
C -1.2521 -4.6486 5.5647 -0.03
C -0.3485 -4.4375 4.5485 -0.18
H -0.1125 -1.0410 4.5502 0.09
H -1.8442 -1.3988 6.3417 0.10
H -2.5753 -3.6647 6.9343 0.10
H -1.4999 -5.6505 5.8800 0.12
```

Properties
* spin multiplicity: 5
* LUMO energy (spin up / spin down): -0.0762 / -0.0763 Eh
* highest occupied orbital energy (spin up / spin down): -5.99 / -7.66 eV
* net charge: 0
* ΔE to the lowest compared entry with this formula, charge and spin: 165.33 kJ/mol

***

2.
Computed, not measured: a 6-piece molecular cluster, C39H39BN5O13 overall, with the ωB97M-V functional and the def2-TZVPD basis.

XYZ file:
```
97
Properties=species:S:1:pos:R:3:lowdin_charge:R:1
C -3.1180 -1.5940 3.1176 0.02
C -4.0493 -1.4773 2.1382 -0.09
C -5.0843 -1.3176 0.8856 -0.20
C -4.8392 0.0813 0.0422 -0.17
C -5.2312 1.4033 0.8989 -0.13
C -4.0504 2.5092 1.0465 -0.27
C -3.8785 2.6921 2.6863 -0.16
O -2.8095 1.7061 2.9382 -0.12
B -1.9803 1.4841 1.7088 -0.82
C -0.3716 1.7483 1.9363 -0.07
C 0.4104 1.0722 0.6625 -0.16
O -0.2097 0.8887 -0.4985 -0.09
O -2.6951 2.2020 0.6267 -0.07
H -2.2672 -1.2431 3.8397 0.05
H -6.1536 -1.3196 1.3653 0.11
H -4.9967 -2.2062 0.1574 0.08
H -5.5839 0.0154 -0.8620 0.09
H -3.7695 0.0909 -0.4042 0.13
H -5.6634 1.0293 1.9197 0.11
H -6.1400 1.9102 0.3506 0.11
H -4.3892 3.5753 0.6914 0.13
H -4.8290 2.4504 3.3287 0.11
H -3.5845 3.7920 2.9771 0.11
H -2.0621 0.3467 1.3238 0.08
H -0.0844 2.8595 2.0853 0.10
H -0.0781 1.1483 2.9038 0.11
H 1.5347 0.7765 0.8209 0.08
C -3.2350 9.0927 0.3933 -0.08
C -4.5693 9.4921 0.3444 -0.08
C -5.5443 8.6132 -0.1225 -0.01
C -5.1712 7.3313 -0.5349 -0.14
C -3.8339 6.9292 -0.4949 0.01
C -2.8662 7.8168 -0.0289 -0.06
N -6.1959 6.3931 -1.0033 -0.34
O -7.3619 6.7884 -1.0422 0.05
O -5.8321 5.2650 -1.3258 0.08
H -2.4779 9.7797 0.7636 0.10
H -4.8499 10.4887 0.6737 0.10
H -6.5802 8.9379 -0.1548 0.11
H -3.5323 5.9365 -0.8176 0.13
H -1.8241 7.5128 0.0091 0.11
C -8.0174 -5.0913 -4.7052 -0.08
C -7.0753 -4.1211 -5.0409 -0.07
C -6.5705 -3.2693 -4.0605 0.00
C -7.0144 -3.4015 -2.7423 -0.13
C -7.9644 -4.3676 -2.4025 0.00
C -8.4649 -5.2126 -3.3910 -0.07
N -6.4676 -2.5243 -1.7020 -0.30
O -5.6483 -1.6762 -2.0452 0.06
O -6.8597 -2.6949 -0.5453 0.04
H -8.4046 -5.7577 -5.4721 0.10
H -6.7316 -4.0308 -6.0676 0.11
H -5.8366 -2.5179 -4.3367 0.12
H -8.3199 -4.4757 -1.3819 0.12
H -9.2018 -5.9692 -3.1365 0.10
C 1.9636 -2.4783 0.5104 -0.06
C 2.3194 -3.8241 0.4348 -0.08
C 1.7118 -4.6549 -0.5038 -0.02
C 0.7492 -4.1250 -1.3677 -0.15
C 0.3840 -2.7783 -1.2903 0.03
C 0.9958 -1.9563 -0.3460 -0.03
N 0.1251 -4.9896 -2.3742 -0.34
O 0.4591 -6.1751 -2.3993 0.04
O -0.6933 -4.4815 -3.1391 0.06
H 2.4444 -1.8319 1.2409 0.10
H 3.0736 -4.2247 1.1066 0.10
H 1.9989 -5.7012 -0.5512 0.11
H -0.3663 -2.3571 -1.9532 0.13
H 0.7214 -0.9057 -0.2767 0.06
C 8.0707 0.1491 2.3510 -0.07
C 7.3900 -0.0048 3.5572 -0.07
C 6.0238 0.2602 3.6266 0.00
C 5.3465 0.6758 2.4770 -0.14
C 6.0263 0.8388 1.2676 0.00
C 7.3930 0.5738 1.2097 -0.07
N 3.9040 0.9315 2.5380 -0.32
O 3.3433 0.7952 3.6243 0.08
O 3.3367 1.2634 1.4977 0.04
H 9.1356 -0.0641 2.2998 0.08
H 7.9246 -0.3348 4.4436 0.11
H 5.5063 0.1359 4.5732 0.12
H 5.5104 1.1659 0.3694 0.12
H 7.9303 0.6946 0.2732 0.11
C 10.0207 -3.7458 -2.1910 -0.07
C 10.9639 -2.7686 -2.5035 -0.07
C 11.4550 -1.9283 -1.5067 0.00
C 10.9965 -2.0789 -0.1952 -0.15
C 10.0454 -3.0521 0.1212 0.00
C 9.5586 -3.8855 -0.8837 -0.06
N 11.5284 -1.2142 0.8625 -0.33
O 12.3502 -0.3562 0.5425 0.07
O 11.1253 -1.3985 2.0104 0.05
H 9.6442 -4.4031 -2.9709 0.11
H 11.3188 -2.6640 -3.5249 0.11
H 12.1897 -1.1713 -1.7648 0.12
H 9.6784 -3.1746 1.1362 0.12
H 8.8211 -4.6473 -0.6476 0.11
```

Properties
* LUMO energy: 0.0036 Eh
* highest occupied orbital energy: -3.53 eV
* net charge: -1